[1]
Density functional theory data (the ωB97M-V functional and the def2-TZVPD basis) for an isolated ion of composition C6H12OP and charge +1.

Calculated values
**Total charge**: +1
**Kohn-Sham gap**: 10.8548 eV
**Energy above the lowest of the compared OMol25 structures with the same formula, charge and spin**: 184.9 kJ/mol
**Multiplicity**: 1

Atoms and positions in Å:
C1 0.261 2.572 1.071
C2 -0.554 2.339 0.224
C3 -1.539 2.018 -0.802
P1 -1.017 0.409 -1.478
C4 -1.187 -0.934 -0.205
O1 -0.065 -1.736 -0.223
C5 0.788 -1.675 0.931
C6 2.237 -1.426 0.511
H1 1.075 2.652 1.755
H2 -1.564 2.767 -1.595
H3 -2.540 1.916 -0.374
H4 0.343 0.520 -1.770
H5 -1.731 0.095 -2.640
H6 -1.379 -0.424 0.744
H7 -2.087 -1.501 -0.466
H8 0.476 -0.883 1.616
H9 0.734 -2.624 1.466
H10 2.799 -1.111 1.389
H11 2.680 -2.328 0.095
H12 2.268 -0.645 -0.250

Löwdin analysis output, partial charges in e: 0.16 -0.22 -0.33 1.14 -0.34 -0.18 -0.23 -0.06 0.06 0.11 0.11 0.06 0.04 0.11 0.11 0.11 0.13 0.09 0.08 0.07

***

[2]
Density functional theory data (the ωB97M-V functional and the def2-TZVPD basis) for C38H55BN14O9S6Zr as an isolated structure.

Calculated values
**Kohn-Sham gap**: 6.3419 eV
**Energy above the lowest of the compared OMol25 structures with the same formula, charge and spin**: 138.9 kJ/mol
**Multiplicity**: 1

Atoms and positions in Å:
Zr1 1.199 -0.256 -0.386
C1 4.612 2.626 1.309
C2 4.660 2.260 2.788
C3 5.673 1.152 3.069
C4 5.056 3.509 3.572
N1 3.311 1.805 3.254
C5 2.655 2.335 4.352
C6 1.615 1.528 4.623
N2 1.621 0.496 3.710
B1 0.628 -0.678 3.919
N3 1.009 -2.074 3.363
C7 1.675 -2.959 4.185
C8 1.593 -4.183 3.639
N4 0.874 -4.066 2.464
C9 0.574 -2.756 2.283
S1 -0.312 -2.092 0.961
C10 0.306 -5.248 1.731
C11 0.575 -5.218 0.228
C12 -1.196 -5.271 2.014
C13 0.954 -6.514 2.289
N5 -0.817 -0.286 3.525
C14 -1.868 -0.789 4.256
C15 -3.007 -0.281 3.755
N6 -2.655 0.542 2.696
C16 -1.296 0.523 2.563
S2 -0.348 1.396 1.426
C17 -3.631 1.293 1.864
C18 -3.342 2.791 1.956
C19 -3.536 0.785 0.430
C20 -5.047 1.038 2.379
C21 2.643 0.687 2.861
S3 3.043 -0.369 1.555
H1 5.607 2.945 0.991
H2 3.924 3.458 1.160
H3 4.306 1.781 0.700
H4 6.667 1.496 2.782
H5 5.446 0.249 2.505
H6 5.686 0.911 4.134
H7 6.019 3.847 3.192
H8 5.171 3.307 4.638
H9 4.340 4.320 3.428
H10 2.968 3.238 4.836
H11 0.864 1.596 5.389
H12 0.590 -0.831 5.118
H13 2.144 -2.634 5.095
H14 2.020 -5.107 3.968
H15 0.118 -4.365 -0.263
H16 0.152 -6.133 -0.195
H17 1.641 -5.206 0.022
H18 -1.681 -4.383 1.609
H19 -1.383 -5.320 3.089
H20 -1.639 -6.152 1.546
H21 2.038 -6.473 2.177
H22 0.582 -7.361 1.713
H23 0.695 -6.686 3.335
H24 -1.707 -1.464 5.077
H25 -4.021 -0.437 4.061
H26 -2.349 3.029 1.580
H27 -3.416 3.130 2.991
H28 -4.084 3.335 1.366
H29 -2.550 0.997 0.027
H30 -4.301 1.272 -0.179
H31 -3.690 -0.295 0.389
H32 -5.181 1.387 3.403
H33 -5.319 -0.017 2.318
H34 -5.736 1.596 1.745
N7 0.267 1.715 -3.227
C22 -0.974 1.891 -2.487
C23 -2.014 2.732 -3.241
C24 -3.163 3.293 -2.381
C25 -4.549 2.944 -2.919
N8 -4.638 1.489 -2.973
C26 -5.352 0.770 -3.803
N9 -5.062 -0.532 -3.924
N10 -6.358 1.307 -4.514
C27 -1.445 0.482 -2.082
O1 -2.507 0.013 -2.527
O2 -0.695 -0.179 -1.302
H35 0.660 2.607 -3.502
H36 0.149 1.144 -4.056
H37 -0.726 2.397 -1.547
H38 -2.403 2.142 -4.078
H39 -1.467 3.565 -3.686
H40 -3.090 4.378 -2.304
H41 -3.087 2.915 -1.358
H42 -4.684 3.362 -3.923
H43 -5.327 3.351 -2.267
H44 -3.792 0.982 -2.628
H45 -4.186 -0.866 -3.534
H46 -5.538 -1.106 -4.595
H47 -6.674 2.237 -4.305
H48 -6.939 0.735 -5.099
O3 3.603 0.140 -3.805
C28 3.090 0.499 -2.773
O4 2.264 -0.243 -2.074
C29 3.298 1.896 -2.260
C30 4.197 2.701 -2.935
C31 4.300 4.047 -2.627
C32 3.462 4.640 -1.699
C33 2.548 3.837 -1.063
C34 2.492 2.436 -1.232
O5 1.733 1.732 -0.451
N11 1.606 4.479 -0.143
O6 2.061 5.221 0.707
O7 0.424 4.237 -0.292
N12 5.274 4.882 -3.328
O8 6.006 4.346 -4.135
O9 5.293 6.071 -3.063
H49 4.800 2.263 -3.718
H50 3.520 5.697 -1.487
S4 3.110 -2.403 -0.742
C35 3.635 -3.296 0.577
N13 3.997 -3.978 1.443
S5 0.367 -2.946 -3.029
C36 -0.799 -3.837 -3.733
N14 -0.679 -5.129 -4.123
C37 -1.682 -5.644 -5.033
C38 -2.971 -4.938 -4.630
S6 -2.433 -3.277 -4.125
H51 0.255 -5.510 -4.101
H52 -1.772 -6.725 -4.925
H53 -1.426 -5.414 -6.073
H54 -3.448 -5.438 -3.788
H55 -3.671 -4.870 -5.459

Results of the Löwdin charge analysis, in e, for atoms 1 through 99: 1.32 -0.03 -0.54 -0.03 -0.05 0.02 -0.03 -0.05 0.03 -0.58 0.05 -0.04 -0.05 0.02 -0.63 0.66 -0.53 -0.06 -0.04 -0.05 0.03 -0.04 -0.04 0.01 -0.64 0.73 -0.54 -0.04 -0.04 -0.05 -0.61 0.66 0.10 0.08 0.04 0.09 0.05 0.09 0.09 0.09 0.09 0.11 0.13 0.12 0.12 0.11 0.01 0.09 0.07 0.05 0.09 0.09 0.09 0.09 0.08 0.13 0.11 0.03 0.09 0.09 0.03 0.08 0.11 0.09 0.09 0.09 0.10 -0.29 -0.13 -0.15 -0.17 0.08 -0.44 0.21 0.20 -0.55 -0.01 -0.26 0.10 0.11 0.12 0.12 0.12 0.12 0.10 0.12 0.12 0.08 0.07 0.12 0.11 0.12 0.10 -0.55 -0.37 -0.04 0.09 -0.13 0.08

***

[3]
Density functional theory data (the ωB97M-V functional and the def2-TZVPD basis) for C35H39Ti as an isolated structure.

Calculated values
**Total charge**: -1
**Kohn-Sham gap**: 2.6053 eV
**Multiplicity**: 1

Atoms and positions in Å:
C1 -2.079 0.880 0.945
C2 -2.450 0.514 -0.432
C3 -3.233 1.244 -1.327
C4 -3.596 0.640 -2.588
C5 -3.104 -0.712 -2.998
C6 -4.382 1.338 -3.489
C7 -4.879 2.613 -3.205
C8 -5.821 3.287 -4.152
C9 -4.450 3.241 -2.033
C10 -3.639 2.612 -1.099
C11 -3.174 3.415 0.074
H1 -1.516 0.046 1.388
H2 -1.403 1.755 1.014
H3 -2.963 1.064 1.582
H4 -2.115 -0.474 -0.745
H5 -3.626 -0.989 -3.923
H6 -2.024 -0.725 -3.212
H7 -3.328 -1.493 -2.259
H8 -4.592 0.858 -4.448
H9 -6.049 4.299 -3.797
H10 -5.414 3.369 -5.169
H11 -6.769 2.737 -4.225
H12 -4.757 4.271 -1.848
H13 -3.632 4.409 0.029
H14 -3.470 2.984 1.038
H15 -2.087 3.589 0.089
C12 2.266 1.107 -5.045
C13 1.417 2.210 -4.841
C14 0.663 2.319 -3.683
C15 0.807 1.362 -2.619
C16 0.206 1.568 -1.353
Ti1 2.343 -1.905 1.544
C17 1.318 -0.431 2.773
C18 1.533 -0.861 4.184
C19 0.997 -0.045 5.199
C20 1.056 -0.438 6.530
C21 1.668 -1.650 6.878
C22 2.254 -2.451 5.892
C23 2.231 -2.040 4.561
C24 4.034 -1.947 0.022
C25 3.584 -0.586 0.130
C26 3.919 -0.127 1.445
C27 4.501 -1.215 2.180
C28 4.572 -2.348 1.298
C29 1.107 -2.852 -0.124
C30 0.192 -2.616 0.965
C31 0.608 -3.418 2.076
C32 1.783 -4.150 1.690
C33 2.062 -3.829 0.319
C34 1.610 0.206 -2.890
C35 2.322 0.091 -4.076
H16 2.892 1.046 -5.938
H17 1.368 2.991 -5.600
H18 0.016 3.186 -3.522
H19 0.798 1.701 -0.445
H20 -0.878 1.726 -1.294
H21 1.735 0.571 2.543
H22 0.259 -0.439 2.452
H23 0.528 0.896 4.899
H24 0.619 0.205 7.293
H25 1.695 -1.966 7.917
H26 2.730 -3.395 6.159
H27 2.767 -2.672 3.822
H28 4.027 -2.532 -0.895
H29 3.107 0.000 -0.651
H30 3.767 0.893 1.792
H31 4.884 -1.180 3.198
H32 5.005 -3.314 1.539
H33 1.036 -2.414 -1.119
H34 -0.684 -1.971 0.915
H35 0.087 -3.517 3.025
H36 2.327 -4.872 2.296
H37 2.823 -4.305 -0.291
H38 1.658 -0.566 -2.114
H39 2.935 -0.797 -4.244

Löwdin analysis output, partial charges in e: -0.13 -0.12 -0.18 -0.21 -0.06 -0.03 -0.29 -0.07 -0.03 -0.19 -0.07 0.05 0.07 0.08 0.08 0.07 0.09 0.08 0.11 0.07 0.08 0.08 0.11 0.07 0.07 0.08 -0.11 -0.12 -0.05 -0.30 0.07 0.67 -0.21 -0.29 -0.06 -0.11 -0.12 -0.10 -0.07 -0.21 -0.18 -0.18 -0.17 -0.19 -0.18 -0.17 -0.18 -0.19 -0.21 -0.05 -0.10 0.09 0.09 0.10 0.05 0.00 0.04 0.03 0.11 0.09 0.08 0.10 0.08 0.10 0.07 0.10 0.11 0.10 0.09 0.09 0.11 0.09 0.10 0.08 0.10

***

[4]
Density functional theory data (the ωB97M-V functional and the def2-TZVPD basis) for C20H50CrN2O4Si2 as an isolated structure.

Calculated values
**Total charge**: +1
**Kohn-Sham gap (alpha / beta)**: 7.2346 / 7.6075 eV
**⟨S²⟩**: 3.941
**Multiplicity**: 4

Atoms and positions in Å:
O1 -0.481 -1.115 -1.618
O2 0.815 0.964 -3.339
C1 0.288 -2.360 -2.123
C2 -0.420 -3.571 -1.585
H1 1.322 -2.260 -1.790
H2 0.276 -2.243 -3.214
H3 -0.530 -3.510 -0.497
H4 0.125 -4.492 -1.813
H5 -1.409 -3.641 -2.046
C3 -1.721 -0.751 -2.395
C4 -1.573 -1.015 -3.873
H6 -1.878 0.317 -2.204
H7 -2.520 -1.358 -1.962
H8 -0.793 -0.373 -4.299
H9 -2.518 -0.818 -4.399
H10 -1.338 -2.063 -4.084
C5 0.410 2.324 -3.117
C6 2.137 0.763 -3.833
C7 -0.652 2.664 -4.142
H11 1.258 3.036 -3.181
H12 -0.001 2.344 -2.096
H13 -0.218 2.626 -5.157
H14 -1.040 3.676 -3.976
H15 -1.488 1.951 -4.085
C8 2.141 0.868 -5.348
H16 2.397 -0.246 -3.490
H17 2.840 1.491 -3.382
H18 1.344 0.249 -5.775
H19 3.100 0.533 -5.745
H20 1.989 1.911 -5.654
H21 -0.197 -0.668 -0.689
Cr1 0.003 -0.159 1.628
C9 1.310 0.206 -0.019
Si1 3.087 0.552 0.601
H22 1.502 -0.690 -0.600
H23 1.025 1.012 -0.698
C10 4.269 -0.590 -0.318
C11 3.453 0.286 2.400
C12 3.506 2.329 0.214
C13 -1.743 -1.158 1.329
Si2 -3.183 0.029 1.279
H24 -1.805 -1.846 2.189
H25 -1.689 -1.835 0.460
C14 -4.482 -0.660 0.101
C15 -2.695 1.748 0.682
C16 -3.983 0.198 2.962
H26 2.974 2.705 -0.666
H27 4.584 2.421 0.039
H28 3.244 2.958 1.073
H29 4.056 -1.646 -0.112
H30 5.291 -0.390 0.024
H31 4.249 -0.444 -1.404
H32 3.063 -0.666 2.766
H33 3.037 1.095 3.003
H34 4.542 0.286 2.525
H35 -3.208 1.956 -0.267
H36 -1.620 1.880 0.495
H37 -3.003 2.530 1.389
H38 -4.934 0.745 2.898
H39 -3.345 0.727 3.680
H40 -4.199 -0.792 3.383
H41 -5.480 -0.247 0.297
H42 -4.544 -1.748 0.228
H43 -4.253 -0.470 -0.954
C17 -0.776 0.647 5.744
C18 -0.249 0.131 4.455
N1 -0.406 0.813 3.314
O3 -1.269 1.968 3.475
C19 0.373 -1.133 4.289
C20 0.750 -2.053 5.386
N2 0.674 -1.435 2.998
O4 1.442 -2.439 2.697
H44 -1.208 1.649 5.630
H45 0.037 0.660 6.484
H46 -1.543 -0.052 6.111
H47 -1.059 2.536 2.717
H48 0.365 -3.055 5.193
H49 1.839 -2.107 5.481
H50 0.340 -1.689 6.331

Löwdin analysis output, partial charges in e: -0.17 -0.23 -0.11 -0.04 0.12 0.11 0.09 0.10 0.09 -0.13 -0.06 0.13 0.11 0.07 0.11 0.08 -0.26 -0.26 -0.06 0.13 0.10 0.08 0.08 0.07 -0.06 0.11 0.12 0.08 0.08 0.08 0.10 0.77 -0.29 0.43 -0.03 -0.01 -0.17 -0.18 -0.17 -0.29 0.43 0.04 0.00 -0.18 -0.18 -0.17 0.02 0.04 0.03 0.04 0.04 0.02 0.01 0.03 0.05 0.04 0.01 0.04 0.04 0.01 0.04 0.04 0.04 0.01 0.01 -0.24 -0.07 -0.06 -0.27 -0.01 -0.20 -0.07 0.09 0.11 0.12 0.09 0.10 0.10 0.08

***

[5]
Density functional theory data (the ωB97M-V functional and the def2-TZVPD basis) for a 5-piece molecular cluster, C4H16NO7 overall.

Calculated values
**Kohn-Sham gap (alpha / beta)**: 10.4838 / 5.5542 eV
**Energy above the lowest of the compared OMol25 structures with the same formula, charge and spin**: 132.1 kJ/mol
**⟨S²⟩**: 0.758
**Multiplicity**: 2

Atoms and positions in Å:
C1 0.412 1.076 1.801
C2 -0.257 -0.071 2.639
C3 -1.558 -0.575 2.035
O1 -2.376 0.468 1.538
N1 1.299 0.705 0.770
C4 0.741 0.059 -0.436
O2 -0.462 0.283 -0.641
O3 1.543 -0.633 -1.057
H1 -0.382 1.618 1.292
H2 0.829 1.757 2.544
H3 0.494 -0.864 2.674
H4 -0.474 0.325 3.626
H5 -2.129 -1.276 2.646
H6 -1.348 -1.227 1.175
H7 2.147 0.163 0.974
H8 0.312 0.488 -3.760
H9 -0.441 0.421 -2.474
H10 -0.306 -1.469 -3.714
O4 -0.598 0.558 -3.432
H11 0.879 -2.431 -3.608
H12 -2.147 0.556 0.610
O5 0.204 -2.116 -4.224
H13 -0.146 3.071 0.060
H14 0.073 3.793 1.332
O6 -0.248 3.953 0.437
H15 0.685 -2.558 -1.329
H16 2.032 -2.842 -0.570
O7 1.224 -3.228 -0.908

Löwdin analysis output, partial charges in e: -0.16 -0.09 -0.25 -0.05 0.25 -0.65 0.03 0.08 0.09 0.14 0.12 0.12 0.13 0.12 0.18 0.05 -0.01 0.00 -0.07 0.02 0.06 -0.06 0.01 0.03 -0.04 0.00 0.02 -0.06

***

[6]
Density functional theory data (the ωB97M-V functional and the def2-TZVPD basis) for C41H37Cl5P2Tc as an isolated structure.

Calculated values
**Total charge**: +2
**Kohn-Sham gap (alpha / beta)**: 6.6779 / 4.2814 eV
**⟨S²⟩**: 3.792
**Multiplicity**: 4

Atoms and positions in Å:
Tc1 -0.281 -2.051 -0.458
C1 0.290 -3.584 -1.597
C2 1.135 -2.391 -1.805
C3 0.953 -1.638 -3.117
C4 -0.420 -0.896 -3.168
C5 -1.191 -0.959 -1.847
C6 -1.989 -2.153 -1.467
C7 -2.084 -3.272 -2.494
C8 -0.757 -4.032 -2.628
C9 -0.999 2.731 1.179
H1 0.804 -4.447 -1.156
H2 2.199 -2.522 -1.549
H3 1.049 -2.323 -3.980
H4 1.762 -0.902 -3.226
H5 -0.251 0.167 -3.422
H6 -1.000 -1.291 -4.021
H7 -1.672 -0.007 -1.618
H8 -2.939 -1.882 -1.000
H9 -2.388 -2.861 -3.466
H10 -2.877 -3.970 -2.201
H11 -0.937 -5.098 -2.443
H12 -0.386 -3.989 -3.658
H13 -1.012 1.666 1.442
H14 -1.900 3.192 1.599
H15 -0.103 3.202 1.598
P1 1.172 0.427 0.597
P2 -1.045 2.888 -0.592
C10 1.346 1.636 -0.724
C11 0.316 2.189 -1.445
C12 2.838 -0.261 0.656
C13 3.753 -0.161 -0.415
C14 5.092 -0.461 -0.189
C15 5.514 -0.872 1.080
C16 4.571 -1.153 2.082
C17 3.224 -0.997 1.800
C18 0.431 -3.543 1.329
C19 -0.493 -3.963 2.265
C20 -0.308 -5.197 2.912
C21 0.851 -5.928 2.669
C22 1.878 -5.373 1.902
C23 1.676 -4.141 1.242
C24 -0.913 4.718 -0.769
C25 0.287 5.337 -0.369
C26 0.429 6.721 -0.469
C27 -0.622 7.503 -0.958
C28 -1.821 6.892 -1.330
C29 -1.980 5.506 -1.225
C30 -2.656 2.336 -1.154
C31 -3.525 1.664 -0.275
C32 -4.712 1.124 -0.757
C33 -5.067 1.292 -2.097
C34 -4.226 1.992 -2.966
C35 -3.019 2.515 -2.499
H16 2.363 1.823 -1.089
H17 0.333 2.228 -2.535
H18 3.425 0.171 -1.403
H19 5.809 -0.369 -1.009
H20 6.571 -1.002 1.299
H21 4.862 -1.512 3.071
H22 2.464 -1.408 2.471
H23 -1.390 -3.387 2.464
H24 -1.095 -5.575 3.574
H25 0.957 -6.923 3.116
H26 2.826 -5.900 1.789
H27 2.470 -3.697 0.626
H28 1.096 4.732 0.048
H29 1.359 7.191 -0.153
H30 -0.504 8.584 -1.050
H31 -2.652 7.496 -1.689
H32 -2.937 5.036 -1.466
H33 -3.265 1.566 0.776
H34 -5.349 0.550 -0.080
H35 -5.998 0.861 -2.467
H36 -4.511 2.152 -4.002
H37 -2.367 3.077 -3.169
Cl1 2.477 2.397 2.707
C36 1.599 1.034 3.276
C37 0.697 0.382 2.414
C38 -0.366 -0.312 3.045
Cl2 -1.850 -0.643 2.195
C39 -0.318 -0.635 4.410
Cl3 -1.583 -1.510 5.147
C40 0.801 -0.262 5.182
Cl4 1.039 -0.926 6.729
C41 1.774 0.578 4.597
Cl5 3.266 0.819 5.382

Löwdin analysis output, partial charges in e: 1.32 -0.31 -0.34 -0.17 -0.17 -0.36 -0.32 -0.19 -0.17 -0.18 0.10 0.11 0.12 0.10 0.09 0.11 0.07 0.11 0.11 0.11 0.11 0.11 -0.02 0.10 0.05 1.02 1.00 -0.26 -0.24 -0.39 -0.10 -0.06 -0.05 -0.05 -0.13 -0.15 -0.10 -0.01 0.00 -0.02 -0.09 -0.29 -0.08 -0.05 -0.04 -0.05 -0.06 -0.34 -0.09 -0.05 -0.04 -0.04 -0.08 0.09 0.10 0.09 0.12 0.12 0.12 0.11 0.06 0.13 0.14 0.12 0.11 0.10 0.12 0.12 0.12 0.11 0.08 0.12 0.12 0.12 0.12 0.78 -0.70 -0.43 -0.65 0.72 -0.70 0.74 -0.69 0.77 -0.70 0.76

***

Number 1: M 131.14 g mol⁻¹, F_max 1.0 eV/A. Number 2: M 1146.39 g mol⁻¹, F_max 1.5 eV/A. Number 3: M 507.56 g mol⁻¹, F_max 2.3 eV/A. Number 4: M 490.80 g mol⁻¹, F_max 2.8 eV/A. Number 5: M 190.17 g mol⁻¹, F_max 2.3 eV/A. Number 6: M 866.96 g mol⁻¹, F_max 6.6 eV/A.